--- P ---
23
Properties=species:S:1:pos:R:3:nbo_charge:R:1 method="wB97M-V/def2-TZVPD" lumo_energy_ha=-0.2844 molar_mass_g_mol=117.2 total_charge=+2
C 0.70658 -0.77961 -0.10254 0.61
C 2.85681 0.16398 0.21450 -0.40
C 0.95577 1.62742 -0.27852 -0.43
C -2.34596 0.61432 0.61070 -0.43
C -1.14301 -0.77800 -0.93558 -0.22
N 1.03040 -2.00252 0.19077 -0.76
N 1.43911 0.27387 -0.21728 -0.34
N -2.18850 -0.77892 0.10298 -0.52
H 3.38299 -0.35897 -0.52442 0.24
H 2.84297 -0.35003 1.08003 0.21
H 3.12756 1.08817 0.50997 0.25
H 0.20683 1.57890 -1.00638 0.21
H 1.66264 2.22267 -0.80525 0.26
H 0.74926 2.11118 0.69151 0.25
H -3.48940 0.67560 0.82435 0.27
H -1.64946 0.65547 1.42281 0.24
H -2.13964 1.42477 -0.10275 0.26
H -1.05495 -0.04717 -1.69219 0.26
H -1.14121 -1.61982 -1.56097 0.24
H 0.65475 -2.79123 -0.29318 0.45
H 2.04118 -2.16580 0.43116 0.44
H -2.12539 -1.47101 0.77419 0.45
H -3.11042 -1.13271 -0.28203 0.46

=====

--- Q ---
23
Properties=species:S:1:pos:R:3:nbo_charge:R:1 method="wB97M-V/def2-TZVPD" lumo_energy_ha=-0.2384 molar_mass_g_mol=117.2 total_charge=+2
C 1.53403 -2.16688 -0.70457 -0.66
C 1.14024 -0.74414 -0.38171 -0.03
C -0.25056 -0.37575 -0.86734 -0.50
C -1.14246 0.21525 0.21047 0.25
C -0.91475 1.41760 0.78918 -0.25
N -1.83117 2.21659 1.69315 -0.68
N -2.15858 -0.57834 0.59191 -0.76
N 2.22638 0.22017 -0.92723 -0.68
H 2.36848 -2.56022 -0.12414 0.26
H 0.71892 -2.86929 -0.76638 0.27
H 1.92286 -2.25666 -1.72338 0.24
H 1.16157 -0.55237 0.70099 0.24
H -0.84343 -1.15458 -1.41544 0.28
H -0.26140 0.26359 -1.76189 0.27
H -0.11924 2.11702 0.61928 0.21
H -1.21715 2.73268 2.32709 0.46
H -2.49656 1.68845 2.27162 0.45
H -2.29664 2.91633 1.09550 0.46
H -2.29440 -1.47384 0.14973 0.42
H -2.86373 -0.39883 1.28745 0.41
H 3.02946 0.19524 -0.28377 0.45
H 1.88454 1.18056 -0.97844 0.44
H 2.70358 -0.03257 -1.80208 0.46

=====

Unit: eV. Relative energies: P 2.944; Q 0.000.

=====

--- P ---
22
Properties=species:S:1:pos:R:3:nbo_charge:R:1 method="wB97M-V/def2-TZVPD" lumo_energy_ha=0.0136 molar_mass_g_mol=139.2
C 2.69002 1.03211 -0.07382 -0.42
N 1.54424 0.81061 0.83359 -0.61
C 0.38540 -0.83470 -0.72890 -0.64
C 0.28905 0.38826 0.23941 -0.14
C -0.28835 1.54262 -0.58979 0.80
O -1.57541 1.80172 -0.23890 -0.71
O 0.27122 2.17314 -1.44255 -0.59
H 3.55819 1.20650 0.55158 0.20
H 2.45236 1.86807 -0.70827 0.22
H 2.86504 0.18796 -0.72933 0.17
H 1.81511 0.10502 1.50781 0.36
H 0.90913 -1.56841 -0.12451 0.21
H -0.57752 -1.30782 -0.91577 0.23
H 0.82532 -0.39540 -1.61300 0.23
H -0.46179 0.36919 1.02100 0.20
H -1.82402 2.68835 -0.55495 0.50
H -3.00843 -1.75778 1.42872 0.49
H -1.92899 -0.70204 0.95288 0.49
O -2.07576 -1.59163 1.28031 -0.97
H -1.49891 -3.24170 0.56069 0.48
H -0.09567 -3.36392 0.80784 0.45
O -0.76754 -3.82575 0.29153 -0.95

=====

--- Q ---
22
Properties=species:S:1:pos:R:3:nbo_charge:R:1 method="wB97M-V/def2-TZVPD" lumo_energy_ha=0.0224 molar_mass_g_mol=139.2
C -0.80812 -0.85116 -0.66489 0.95
C -0.33140 0.98073 1.31507 -0.42
C -1.99291 1.63777 -0.34596 -0.41
N -0.80873 0.83050 -0.06298 -0.54
O -0.57177 -1.64930 0.41833 -0.71
O 0.13679 -0.62575 -1.52640 -0.85
O -2.07224 -1.09846 -1.16482 -0.74
H 0.07280 0.73997 -0.85251 0.49
H -2.02351 -0.97192 -2.12105 0.50
H -1.32239 -2.24836 0.51725 0.50
H 0.60219 0.43475 1.43747 0.24
H -0.16280 2.03504 1.54745 0.20
H -1.08154 0.58742 2.00465 0.20
H -2.23552 1.56774 -1.40310 0.21
H -1.81033 2.68416 -0.08829 0.20
H -2.84129 1.27132 0.23753 0.21
C 3.08668 -1.05808 0.36651 -0.25
O 2.55176 0.05716 -0.32134 -0.76
H 1.88858 -0.27502 -0.95178 0.50
H 3.83726 -0.68156 1.06152 0.17
H 3.57809 -1.76130 -0.31739 0.16
H 2.30840 -1.60564 0.91472 0.16

=====

Unit: eV. Relative energies: P 0.000; Q 1.094.

=====

--- P ---
15
Properties=species:S:1:pos:R:3:nbo_charge:R:1 method="wB97M-V/def2-TZVPD" lumo_energy_ha="-0.0424 / -0.0648" molar_mass_g_mol=112.2
C 1.26420 -1.02503 -0.63809 0.03
C -0.00520 -1.30307 -0.37446 -0.35
C 1.64800 0.39243 -0.27779 -0.48
C 0.32716 1.03022 0.13161 -0.47
C -0.66001 -0.15135 0.03142 0.31
C -2.05026 -0.00884 0.49135 -0.73
S -0.06462 2.72471 -0.20974 -0.36
H 1.98544 -1.71664 -0.88891 0.20
H -0.36814 -2.25648 -0.66513 0.23
H 2.44344 0.26881 0.50427 0.25
H 2.25058 0.93481 -1.08839 0.27
H 0.37631 1.02694 1.18785 0.30
H -2.82893 -0.33789 -0.23167 0.26
H -2.06444 1.10923 0.61887 0.28
H -2.25354 -0.68785 1.40884 0.25

=====

--- Q ---
15
Properties=species:S:1:pos:R:3:nbo_charge:R:1 method="wB97M-V/def2-TZVPD" lumo_energy_ha=-0.0212 molar_mass_g_mol=112.2
C -1.11486 0.04126 -0.60715 -0.30
C -1.37501 1.36462 -0.89789 -0.34
C 0.43407 0.51516 1.36040 -0.47
C 1.11244 0.83668 0.19621 -0.04
C 0.12880 -0.28101 -0.00703 -0.10
C 0.56330 -1.76346 -0.22874 -0.61
S -0.28295 2.69821 -0.87040 0.03
H -1.98305 -0.56311 -0.71892 0.23
H -2.28189 1.75896 -1.27603 0.22
H 0.88199 0.08249 2.27464 0.23
H -0.53816 0.92488 1.56733 0.26
H 2.27146 0.83467 -0.01745 0.25
H -0.05790 -2.44800 0.32627 0.22
H 1.48720 -1.98194 0.25174 0.21
H 0.75458 -2.01940 -1.35298 0.23

=====

--- R ---
15
Properties=species:S:1:pos:R:3:nbo_charge:R:1 method="wB97M-V/def2-TZVPD" lumo_energy_ha=-0.0375 molar_mass_g_mol=112.2
C 1.47004 1.77126 0.01516 -0.06
C 1.70759 -1.73142 -0.14902 0.09
C -0.01506 1.81777 0.09072 -0.59
C 0.24590 -1.81550 -0.09361 -0.62
C -0.80310 0.60308 -0.44175 -0.39
C -0.68128 -0.68872 0.51673 -0.42
S 2.27091 0.19785 0.09979 0.09
H -0.23227 1.86507 1.15274 0.25
H -0.27959 2.70734 -0.31165 0.23
H 0.35259 -1.71978 -1.19762 0.29
H 0.11617 -2.87491 0.17246 0.25
H -1.84608 0.91004 -0.59764 0.22
H -0.23652 0.32893 -1.38343 0.20
H -1.75204 -1.09153 0.67478 0.22
H -0.31726 -0.27949 1.45232 0.22

=====

Unit: eV. Relative energies: P 0.000; Q 0.807; R 3.922.

=====

--- P ---
12
Properties=species:S:1:pos:R:3:nbo_charge:R:1 method="wB97M-V/def2-TZVPD" lumo_energy_ha=-0.0184 molar_mass_g_mol=128.2
C -2.49674 -0.10067 -0.12601 -0.43
C -1.35843 -0.77434 0.07248 -0.03
C 1.58124 1.11610 0.16267 -0.10
C 2.12665 -0.17793 -0.04689 0.09
H -2.26416 0.91527 -0.41844 0.22
H -3.43604 -0.53423 -0.24494 0.23
H -1.34632 -1.84855 0.48169 0.23
H 2.12811 1.97449 0.11038 0.22
N -0.01811 -0.22010 -0.04439 0.03
N 0.27174 1.07711 0.03949 -0.14
O 1.09774 -1.04123 0.09446 -0.26
S 3.71431 -0.38592 -0.08052 -0.06

=====

--- Q ---
12
Properties=species:S:1:pos:R:3:nbo_charge:R:1 method="wB97M-V/def2-TZVPD" lumo_energy_ha=-0.0537 molar_mass_g_mol=128.2
C -1.00796 1.94170 1.00626 -0.31
C 0.39546 -0.30946 -1.18363 -0.06
C 0.88480 -1.69204 -0.97272 -0.26
C 0.76444 -2.33338 0.40501 0.22
H -1.57198 0.91950 1.45026 0.23
H -1.61825 2.88579 0.84555 0.22
H 0.02383 1.91933 1.68380 0.21
H 0.62621 0.20727 -2.04846 0.21
N 0.04477 0.33737 -0.13416 -0.05
N 0.14700 -2.87802 1.25919 -0.26
O -0.28123 1.59780 -0.26799 -0.36
S 1.59291 -2.59586 -2.04312 0.20

=====

Unit: eV. Relative energies: P 0.000; Q 0.893.

=====

--- P ---
12
Properties=species:S:1:pos:R:3:nbo_charge:R:1 method="wB97M-V/def2-TZVPD" lumo_energy_ha=-0.0224 molar_mass_g_mol=128.2
C 0.71834 -0.59203 1.72737 -0.29
C 1.28642 0.54150 -1.90311 -0.13
C -0.30577 -0.89470 1.19872 0.13
C -0.45518 1.21144 -0.22967 0.92
N 0.23966 1.00466 -1.20093 -0.58
N -1.57468 -1.37100 0.91203 -0.84
O -1.06116 1.67833 0.65054 -0.49
S 2.79467 0.90197 -1.53816 0.06
H 1.48340 -0.03409 2.08276 0.23
H 0.99255 -0.06787 -2.87982 0.21
H -2.30848 -0.81132 1.28692 0.39
H -1.80977 -1.56689 -0.10665 0.39

=====

--- Q ---
12
Properties=species:S:1:pos:R:3:nbo_charge:R:1 method="wB97M-V/def2-TZVPD" lumo_energy_ha=-0.0406 molar_mass_g_mol=128.2
C -2.30415 -0.62975 0.08199 0.18
C -1.00302 -0.12009 0.39479 -0.03
C 1.30631 0.00516 -0.03737 0.14
C -0.64375 1.27029 0.23542 0.04
H -3.63243 0.67029 -0.30230 0.46
H -2.36126 -1.74515 -0.16182 0.19
H 0.25419 -1.88070 1.13305 0.45
H -1.18278 2.25492 0.21433 0.23
N 0.15546 -0.85207 0.31202 -0.63
N 0.69051 1.40060 0.04487 -0.42
O -3.62695 -0.17514 -0.46093 -0.63
S 2.86774 -0.30573 -0.23393 0.02

=====

Unit: eV. Relative energies: P 0.000; Q 1.117.